{
  "formula": "C44H94AgF15N4O18",
  "method": "ωB97M-V/def2-TZVPD",
  "species": ["Ag", "C", "O", "O", "C", "F", "F", "F", "C", "C", "H", "H", "H", "H", "H", "H", "C", "O", "O", "C", "F", "F", "F", "C", "C", "H", "H", "H", "H", "H", "H", "C", "O", "O", "C", "F", "F", "F", "C", "C", "H", "H", "H", "H", "H", "H", "C", "O", "O", "C", "F", "F", "F", "C", "C", "H", "H", "H", "H", "H", "H", "C", "O", "O", "C", "F", "F", "F", "C", "C", "H", "H", "H", "H", "H", "H", "C", "O", "C", "C", "N", "H", "H", "C", "C", "O", "C", "H", "H", "H", "H", "H", "H", "H", "H", "H", "H", "H", "H", "H", "H", "C", "O", "C", "C", "N", "H", "H", "C", "C", "O", "C", "H", "H", "H", "H", "H", "H", "H", "H", "H", "H", "H", "H", "H", "H", "C", "O", "C", "C", "N", "H", "H", "C", "C", "O", "C", "H", "H", "H", "H", "H", "H", "H", "H", "H", "H", "H", "H", "H", "H", "C", "O", "C", "C", "N", "H", "H", "C", "C", "O", "C", "H", "H", "H", "H", "H", "H", "H", "H", "H", "H", "H", "H", "H", "H"],
  "coordinates": [[-8.1858, 11.1549, -3.7735], [-11.9734, 11.8450, -3.0922], [-12.6669, 12.3603, -4.2227], [-10.6963, 11.6637, -3.6959], [-11.9020, 12.9965, -2.0811], [-13.0054, 12.9715, -1.3827], [-10.9404, 12.9722, -1.1250], [-11.8804, 14.1998, -2.7279], [-14.0917, 12.2172, -4.3770], [-14.6080, 12.8150, -5.7347], [-15.6964, 12.7724, -5.6926], [-14.3649, 13.8745, -5.8157], [-14.1496, 12.3630, -6.6142], [-14.5909, 12.8267, -3.6237], [-14.5272, 11.2299, -4.2235], [-12.2665, 10.8708, -2.7009], [-15.7183, 19.4695, -2.5353], [-15.0779, 18.2576, -2.8689], [-16.8464, 19.1683, -1.7463], [-14.7421, 20.6475, -1.9151], [-13.8719, 20.2149, -1.0039], [-14.0007, 21.2542, -2.9484], [-15.4025, 21.7048, -1.4966], [-13.6946, 18.3550, -3.4724], [-13.1835, 16.8720, -3.5624], [-13.8459, 16.2407, -4.1546], [-12.1663, 16.8685, -3.9539], [-13.1126, 16.5280, -2.5305], [-13.0217, 19.0568, -2.9796], [-13.5107, 18.7587, -4.4680], [-16.0286, 19.8309, -3.5158], [-7.5093, 11.0857, -0.0446], [-7.6031, 12.1256, 0.9600], [-7.4474, 11.8069, -1.2918], [-6.2686, 10.1019, 0.2594], [-5.1186, 10.8226, 0.4363], [-6.4124, 9.3662, 1.3646], [-5.9833, 9.3389, -0.7433], [-8.7080, 12.9142, 1.1560], [-8.5244, 13.3981, 2.6122], [-9.3992, 13.9254, 2.9927], [-8.3549, 12.4961, 3.2003], [-7.6758, 14.0710, 2.7349], [-9.6615, 12.3888, 1.1025], [-8.7857, 13.7702, 0.4857], [-8.4380, 10.5162, -0.0820], [-19.2683, 9.9867, -10.7251], [-18.1234, 9.9014, -9.9368], [-18.9964, 9.2597, -11.9228], [-20.5771, 9.4898, -9.9505], [-20.6604, 10.1655, -8.8461], [-21.6726, 9.9950, -10.5867], [-20.8436, 8.1699, -9.6007], [-17.8023, 11.0254, -9.0824], [-16.6166, 10.8373, -8.1429], [-15.6839, 10.8310, -8.7069], [-16.5804, 11.7703, -7.5804], [-16.7210, 10.0901, -7.3562], [-18.5536, 11.3291, -8.3535], [-17.6662, 11.9415, -9.6572], [-19.4566, 11.0378, -10.9441], [-14.4242, 6.4366, -3.5912], [-15.4033, 7.3991, -3.2884], [-14.1555, 5.7362, -2.3743], [-14.9833, 5.5507, -4.8491], [-16.0612, 4.7734, -4.5363], [-15.5713, 6.3257, -5.7733], [-14.0818, 4.8258, -5.4769], [-14.8317, 8.6473, -2.6585], [-15.9468, 9.6431, -2.4289], [-16.6155, 9.2365, -1.6703], [-15.5348, 10.6357, -2.2464], [-16.4719, 9.7782, -3.3744], [-14.2042, 9.1018, -3.4252], [-14.2712, 8.4375, -1.7475], [-13.4730, 6.8090, -3.9715], [-12.9919, 12.3407, -10.4382], [-13.8274, 11.5244, -11.2342], [-15.0161, 12.1821, -11.6425], [-15.8615, 10.9973, -12.3986], [-15.7624, 9.6282, -11.6711], [-15.0019, 9.6304, -11.0064], [-16.5813, 9.4598, -11.1044], [-15.5496, 8.4107, -12.6241], [-14.5467, 7.5130, -11.7736], [-13.3868, 8.3578, -11.5609], [-12.5025, 8.5508, -12.7291], [-12.8420, 13.2787, -10.9728], [-11.9469, 12.0433, -10.3519], [-13.2866, 12.6462, -9.4343], [-14.8059, 12.9400, -12.3972], [-15.5791, 12.7165, -10.8773], [-15.3469, 10.8196, -13.3429], [-16.9129, 11.2847, -12.3937], [-15.0405, 8.7863, -13.5117], [-16.5267, 8.0005, -12.8790], [-14.3864, 6.6212, -12.3796], [-15.0555, 7.0750, -10.9149], [-11.4442, 8.5023, -12.4729], [-12.5975, 9.5953, -13.0259], [-12.7664, 7.9004, -13.5631], [-13.0489, 15.5751, -8.4945], [-12.0692, 14.6223, -8.0540], [-11.3339, 14.8524, -6.8234], [-10.2713, 13.7037, -6.8180], [-10.8142, 12.3857, -6.3987], [-10.5288, 12.1099, -5.4699], [-11.8206, 12.4704, -6.3870], [-10.3020, 11.0960, -7.1586], [-11.2185, 9.9529, -6.5847], [-12.5839, 10.2226, -6.8503], [-13.3341, 8.9799, -6.8315], [-13.3491, 15.4591, -9.5359], [-12.6564, 16.5663, -8.2673], [-13.9043, 15.3867, -7.8457], [-11.9301, 15.0241, -5.9272], [-10.7780, 15.7848, -6.9216], [-9.6441, 13.8266, -5.9350], [-9.6620, 13.7300, -7.7214], [-9.2878, 10.8672, -6.8314], [-10.4929, 11.1246, -8.2314], [-10.9575, 9.7236, -5.5515], [-10.9291, 9.0246, -7.0773], [-13.0260, 8.2979, -6.0389], [-13.2861, 8.6424, -7.8668], [-14.4035, 9.1724, -6.7453], [-3.1174, 13.3817, -0.4871], [-4.3804, 13.7867, -1.1407], [-5.1689, 14.5326, -0.1656], [-6.4026, 15.2462, -0.8842], [-6.8008, 14.5114, -2.1675], [-6.1698, 14.6591, -2.9421], [-6.8184, 13.5294, -1.9323], [-8.2496, 14.7682, -2.7836], [-8.4237, 16.2288, -3.4235], [-7.4618, 17.2132, -2.9486], [-7.6687, 18.5355, -3.4318], [-2.5171, 12.7499, -1.1418], [-3.1350, 12.6436, 0.3147], [-2.4080, 14.1249, -0.1231], [-4.6913, 15.1645, 0.5832], [-5.6612, 13.8768, 0.5526], [-6.0309, 16.2038, -1.2489], [-7.3351, 15.4486, -0.3573], [-8.9635, 14.6074, -1.9757], [-8.4676, 14.0654, -3.5877], [-9.4358, 16.4876, -3.1124], [-8.5654, 16.0906, -4.4954], [-6.8356, 19.2379, -3.4059], [-8.5446, 19.0458, -3.0313], [-7.9323, 18.6707, -4.4808], [-11.4306, 9.5845, -0.1786], [-10.8069, 8.3745, -0.2912], [-10.8150, 8.0246, -1.6387], [-10.2995, 6.5846, -1.8609], [-9.1845, 6.1696, -0.8707], [-9.5331, 6.4552, 0.0332], [-9.2445, 5.1791, -0.6829], [-7.7573, 6.6157, -1.1358], [-7.0656, 5.7944, -2.2768], [-7.3423, 4.4027, -2.1521], [-6.8303, 3.5860, -3.1925], [-12.4881, 9.4132, -0.3801], [-10.9551, 10.4060, -0.7144], [-11.3336, 9.7948, 0.8866], [-10.2755, 8.7373, -2.2624], [-11.8570, 8.1446, -1.9350], [-9.8205, 6.3256, -2.8051], [-11.0341, 5.8125, -1.6318], [-7.1918, 6.4950, -0.2117], [-7.7638, 7.6694, -1.4147], [-5.9849, 5.8609, -2.1513], [-7.2950, 6.1965, -3.2636], [-7.2397, 3.8113, -4.1772], [-6.9917, 2.5080, -3.1975], [-5.7591, 3.7874, -3.1969]],
  "forces_ev_per_a": [[-1.00, 0.38, 1.94], [3.93, 0.39, -3.07], [-1.85, -0.75, -0.29], [0.95, -0.17, 0.53], [-0.26, 0.12, 0.13], [-2.05, 0.19, 0.87], [0.53, 0.00, -1.17], [0.84, -0.51, 0.56], [-0.97, 1.34, -0.26], [1.10, -0.03, 1.14], [0.09, -0.33, -0.37], [0.12, 0.21, 0.31], [-0.41, -0.49, -0.01], [0.04, 0.14, 0.31], [0.76, -0.45, -0.22], [-0.94, 0.33, 0.30], [-0.21, -0.59, 0.86], [2.71, 0.74, -0.45], [2.15, 1.13, -1.35], [0.20, 0.54, -1.95], [-0.55, 0.02, -0.18], [-0.21, -1.71, 0.47], [-0.95, -0.50, 1.16], [-0.14, -1.51, -0.20], [-0.17, 1.67, 1.30], [0.02, 0.13, 0.08], [0.00, 0.00, -0.25], [-0.16, -0.47, -0.16], [-0.18, -0.59, 1.18], [-1.73, 0.21, -0.67], [-0.79, 0.94, 0.12], [-0.70, 2.97, -2.07], [2.51, -2.76, -0.51], [0.50, -1.58, 0.11], [0.29, 3.71, 1.29], [-0.56, 0.20, 0.29], [-0.52, -0.20, -0.12], [-0.45, -1.79, -1.79], [-0.89, 0.78, 1.45], [-0.42, -0.04, -0.36], [-0.12, -0.07, -0.07], [-0.01, 0.19, 0.20], [0.14, -0.13, -0.16], [-0.04, -0.37, -0.22], [0.18, 0.03, -0.41], [-0.09, -0.54, 0.48], [-0.34, -3.39, -4.58], [1.92, 0.77, 2.63], [-0.45, 1.85, 2.99], [-0.71, -0.18, -1.17], [0.76, 0.99, 3.37], [0.09, -1.10, -1.24], [0.92, 1.63, -1.17], [-0.58, -0.26, 0.77], [0.13, 0.70, -0.58], [0.38, -0.62, 0.23], [0.05, 0.23, -0.02], [0.04, -0.48, -0.56], [-0.98, -0.56, -0.47], [0.25, 0.02, -0.55], [-0.46, 0.51, 0.22], [0.23, -3.45, 3.78], [0.51, 2.94, 0.00], [0.28, 1.05, -3.43], [-2.63, 0.95, 2.12], [1.13, -0.65, 0.80], [0.67, 1.53, -1.20], [0.89, -0.52, 0.02], [-0.99, -1.54, -1.62], [-0.02, -0.64, -0.52], [-0.12, 0.57, 0.04], [-0.01, -0.05, 0.77], [-0.36, -0.29, 0.02], [0.71, -0.14, -0.08], [-0.03, -0.41, -0.05], [0.38, 0.96, -0.58], [0.83, 1.59, -0.67], [0.16, 0.20, 1.19], [-0.77, -2.18, -1.42], [1.18, 0.57, 2.17], [0.08, 0.50, -1.79], [0.87, 0.31, -0.13], [-1.70, 0.03, 0.16], [0.71, 0.53, 2.23], [-0.82, 0.89, -2.72], [0.30, -1.38, -0.17], [-1.01, 0.67, 0.79], [-0.22, 0.48, -0.14], [-0.23, -1.15, -0.20], [-0.81, -0.58, 0.13], [0.17, 0.02, -0.27], [0.04, -0.53, 0.57], [-0.62, 0.29, -0.10], [0.03, -0.37, -0.68], [-0.07, -0.08, 0.10], [0.02, -0.01, 0.24], [0.76, 0.02, -0.22], [0.53, 0.87, 0.74], [-0.17, -0.77, 0.42], [-0.42, 0.06, -0.26], [0.11, -0.11, 0.17], [0.20, -0.10, 2.01], [0.61, -0.70, 0.09], [0.43, -0.26, -2.15], [-0.24, 1.02, 2.22], [0.88, -1.56, -3.35], [-0.58, 0.39, 2.06], [-0.66, -0.79, 0.01], [-2.97, -0.34, 1.45], [0.55, -0.02, -1.05], [0.73, -0.11, 1.00], [-0.66, 0.80, -1.03], [0.54, -0.25, 0.11], [-0.19, 0.28, -0.41], [-0.47, 0.39, -0.22], [-0.36, -0.85, 0.12], [0.31, 0.19, -0.16], [0.65, 1.12, -0.31], [-0.41, -0.42, -0.02], [0.11, 0.48, -0.38], [0.42, 0.55, 0.13], [-0.48, 0.61, 0.56], [0.13, -0.09, -0.57], [0.13, -0.06, -0.25], [0.50, -0.97, 0.19], [0.12, 0.45, 0.60], [0.57, -1.29, -0.63], [1.27, 1.12, 2.60], [-2.62, -1.34, -0.05], [1.79, 0.83, -1.53], [-2.18, 0.49, -0.63], [0.69, 0.15, 0.24], [0.06, -1.64, 0.48], [1.46, 1.96, 0.81], [-0.30, -0.45, 1.45], [-0.48, -0.94, -1.06], [-1.16, 1.09, -1.11], [-0.36, 0.48, -1.03], [-1.48, 0.25, 0.56], [-0.71, 0.92, -0.33], [0.80, 0.79, -1.03], [0.10, -1.05, -0.30], [-0.30, 0.10, 0.06], [0.41, -0.48, 0.52], [0.22, -0.07, -0.02], [0.41, -0.36, 0.29], [-0.09, 0.46, 0.28], [1.02, 0.50, -0.39], [0.51, -0.76, 0.99], [0.01, -0.26, 1.03], [0.14, -1.21, -0.67], [-0.88, 0.98, 2.26], [2.10, -1.75, -0.57], [-0.05, -0.85, -0.73], [0.62, -1.08, 0.82], [-0.21, 0.82, 0.19], [0.23, 1.25, 0.61], [0.46, -0.88, -0.99], [0.03, -0.96, -0.50], [0.13, -0.76, 0.55], [-1.70, -0.08, 0.51], [1.00, 0.70, -1.01], [-0.22, 0.66, -0.36], [-0.06, -0.08, -0.45], [-0.28, 0.50, 0.03], [0.52, 0.28, 0.06], [-0.20, -0.82, -0.70], [-0.60, 0.55, -0.35], [-0.64, 0.39, -0.39], [-0.18, 0.00, 0.00], [-0.14, -0.08, 0.14], [0.18, 0.68, 0.07], [-0.35, -0.13, -0.18], [-0.12, 0.78, -0.09], [-0.30, 0.11, 1.45], [0.25, -0.36, -0.40]],
  "lowdin_spin": [0.000, 0.000, 0.000, 0.000, 0.000, 0.000, 0.000, 0.000, 0.000, 0.000, 0.000, 0.000, 0.000, 0.000, 0.000, 0.000, 0.074, 0.001, 0.850, 0.026, 0.006, 0.003, 0.002, -0.001, 0.000, 0.000, 0.000, 0.000, 0.000, 0.000, 0.040, 0.000, 0.000, 0.000, 0.000, 0.000, 0.000, 0.000, 0.000, 0.000, 0.000, 0.000, 0.000, 0.000, 0.000, 0.000, 0.000, 0.000, 0.000, 0.000, 0.000, 0.000, 0.000, 0.000, 0.000, 0.000, 0.000, 0.000, 0.000, 0.000, 0.000, 0.000, 0.000, 0.000, 0.000, 0.000, 0.000, 0.000, 0.000, 0.000, 0.000, 0.000, 0.000, 0.000, 0.000, 0.000, 0.000, 0.000, 0.000, 0.000, 0.000, 0.000, 0.000, 0.000, 0.000, 0.000, 0.000, 0.000, 0.000, 0.000, 0.000, 0.000, 0.000, 0.000, 0.000, 0.000, 0.000, 0.000, 0.000, 0.000, 0.000, 0.000, 0.000, 0.000, 0.000, 0.000, 0.000, 0.000, 0.000, 0.000, 0.000, 0.000, 0.000, 0.000, 0.000, 0.000, 0.000, 0.000, 0.000, 0.000, 0.000, 0.000, 0.000, 0.000, 0.000, 0.000, 0.000, 0.000, 0.000, 0.000, 0.000, 0.000, 0.000, 0.000, 0.000, 0.000, 0.000, 0.000, 0.000, 0.000, 0.000, 0.000, 0.000, 0.000, 0.000, 0.000, 0.000, 0.000, 0.000, 0.000, 0.000, 0.000, 0.000, 0.000, 0.000, 0.000, 0.000, 0.000, 0.000, 0.000, 0.000, 0.000, 0.000, 0.000, 0.000, 0.000, 0.000, 0.000, 0.000, 0.000, 0.000, 0.000, 0.000, 0.000, 0.000, 0.000],
  "lumo_ha": -0.1793,
  "total_energy_ev": -134701.78686,
  "s_squared": 0.75,
  "total_charge": 1,
  "multiplicity": 2,
  "max_force_ev_per_a": 5.71,
  "gap_ev": 2.63
}